A structure of composition C55H73GeN9O4SSeTeW. Source: OMol25; level of theory: ωB97M-V with the def2-TZVPD basis set.

Structure (XYZ):
```
146
Properties=species:S:1:pos:R:3:forces:R:3
W -0.895479 -0.677251 -1.224759 -1.77 0.75 1.04
C -5.475547 -2.530137 -1.797785 0.01 -0.06 -0.03
N -5.429393 -1.481360 -0.798441 0.03 0.02 -0.04
C -6.643652 -0.694532 -0.585061 -0.01 -0.02 0.12
C -6.102751 0.694944 -0.260180 -0.04 0.00 -0.03
N -4.684277 0.451255 -0.036494 0.08 0.03 -0.04
C -3.974154 1.404646 0.788039 0.01 -0.02 0.09
C -4.316655 -0.795248 -0.408613 0.02 0.15 -0.12
N -3.085311 -1.278815 -0.353379 0.45 -0.16 -0.41
C -2.894851 -2.708089 -0.157210 -0.14 -0.18 -0.03
C -2.253345 -3.409841 -1.341514 -0.09 -0.26 0.04
N -0.875033 -2.943966 -1.481335 -0.98 0.49 -0.49
C -0.017301 -3.788968 -2.016474 0.33 -0.02 0.48
N 1.376623 -3.717945 -1.779058 -0.08 -0.05 -0.06
C 2.222957 -2.801594 -2.556574 0.03 0.08 0.05
C 1.853708 -5.112541 -1.862568 0.02 0.00 0.09
C 0.837404 -5.821121 -2.743132 0.05 -0.04 -0.02
N -0.335630 -4.965889 -2.589469 0.00 0.07 -0.06
C -1.501774 -5.270991 -3.416485 -0.07 -0.03 0.04
H -6.141636 -2.225993 -2.606797 -0.01 -0.01 0.01
H -5.847150 -3.468793 -1.382711 0.02 0.00 0.01
H -4.494757 -2.683286 -2.226221 -0.03 0.05 -0.02
H -7.232829 -1.113197 0.232707 -0.02 0.02 -0.01
H -7.256385 -0.704216 -1.485149 0.02 0.00 0.00
H -6.553227 1.107925 0.642522 0.02 0.01 0.00
H -6.244828 1.414749 -1.070325 -0.01 -0.02 -0.01
H -4.404538 1.420930 1.794657 -0.02 0.01 0.00
H -4.073962 2.400449 0.353544 0.00 0.00 0.01
H -2.924263 1.144810 0.846530 -0.01 -0.02 0.01
H -3.817822 -3.241742 0.082762 -0.08 0.22 0.10
H -2.226760 -2.831063 0.708236 -0.05 -0.07 -0.01
H -2.815992 -3.222829 -2.251872 0.03 -0.05 0.01
H -2.272365 -4.483166 -1.138635 0.10 0.02 0.02
H 1.945253 -1.768685 -2.397827 0.00 -0.01 0.02
H 2.185950 -3.011934 -3.630688 -0.01 0.02 0.00
H 3.243612 -2.933475 -2.201557 0.00 -0.03 -0.03
H 1.871584 -5.540429 -0.858683 -0.01 -0.01 -0.01
H 2.860325 -5.142874 -2.269894 0.00 -0.02 0.01
H 0.619290 -6.829872 -2.394552 0.00 0.00 -0.01
H 1.129801 -5.873188 -3.795597 -0.01 0.03 0.00
H -1.153408 -5.893980 -4.238739 0.00 0.02 -0.02
H -1.918129 -4.362850 -3.837689 0.00 -0.01 0.01
H -2.261546 -5.826680 -2.868171 0.01 -0.02 -0.01
Ge -1.575779 1.792917 -2.068041 -1.15 0.57 -0.24
C -1.054826 3.661601 -1.740622 0.23 -0.09 0.29
C -2.112497 4.563623 -1.611390 -0.04 -0.12 0.19
C -1.885253 5.929382 -1.538776 -0.01 0.05 -0.01
C -0.589739 6.421890 -1.604175 0.00 0.00 0.00
C 0.470992 5.541021 -1.750693 -0.02 0.02 -0.07
C 0.235849 4.173391 -1.818412 0.07 0.01 -0.15
C -2.015685 1.997171 -3.968391 0.32 -0.29 -0.09
C -3.333527 2.183201 -4.374121 -0.02 -0.03 0.03
C -3.636045 2.544688 -5.678955 0.01 0.02 -0.02
C -2.608344 2.730486 -6.593029 -0.02 0.01 0.02
C -1.288370 2.534930 -6.214913 0.00 0.06 0.03
C -1.008042 2.165569 -4.908435 0.05 0.04 -0.07
H -3.038417 1.748747 -1.565977 0.06 -0.04 0.20
H -3.131182 4.194267 -1.562609 -0.02 0.01 -0.03
H -2.720033 6.611131 -1.442221 -0.01 0.00 0.01
H -0.410424 7.487762 -1.555682 0.01 0.01 0.00
H 1.482113 5.923457 -1.824415 0.02 -0.01 -0.01
H 1.074555 3.503066 -1.964038 -0.03 0.00 -0.10
H -4.134281 2.065275 -3.653056 0.00 -0.04 0.00
H -4.664236 2.694521 -5.977588 -0.01 0.01 -0.01
H -2.832628 3.034060 -7.606582 0.00 -0.03 -0.02
H -0.485387 2.680481 -6.928413 0.01 -0.03 -0.02
H 0.903555 2.259652 -5.123132 -0.01 -0.06 -0.02
C 3.059075 -6.318268 4.787874 -0.02 0.00 0.00
C 2.557927 -5.241101 3.869392 0.05 -0.04 0.02
C 3.128014 -3.978715 3.864290 0.04 0.12 0.00
C 2.710310 -2.968660 2.998454 -0.10 -0.31 0.03
C 3.455307 -1.657946 3.074922 0.01 0.00 -0.07
C 1.646351 -3.261515 2.132718 -0.35 -0.08 -0.57
Te 1.165432 -1.697574 0.717918 0.69 -0.46 1.38
C 1.034384 -4.521281 2.119881 0.21 0.06 0.31
C -0.155592 -4.844557 1.266248 -0.03 0.01 0.00
C 1.513663 -5.492600 2.989325 -0.14 -0.04 -0.08
H 3.785099 -5.929631 5.498963 0.00 0.00 0.01
H 3.538832 -7.114560 4.216741 0.00 0.00 0.00
H 2.237611 -6.767684 5.346037 0.00 -0.01 0.01
H 3.938466 -3.762199 4.551689 0.01 -0.02 0.01
H 4.394180 -1.723324 2.519845 0.00 0.01 -0.02
H 3.705310 -1.432438 4.111540 0.01 0.00 0.00
H 2.900228 -0.815031 2.668244 0.00 0.02 0.06
H -0.200141 -4.208458 0.385056 -0.01 0.00 0.02
H -1.077230 -4.697315 1.836375 -0.01 0.01 -0.01
H -0.136568 -5.887770 0.948243 -0.01 0.00 -0.01
H 1.045833 -6.471723 2.986451 0.01 -0.01 0.02
O -1.202175 -2.283858 -4.436730 0.21 -0.03 0.05
S -1.194268 -0.933064 -3.942360 -0.66 -0.01 0.29
O 0.273873 1.914803 -4.479926 0.01 0.12 0.06
O 0.146450 -0.780766 -2.815997 -0.47 0.35 0.65
O -2.280329 -0.849381 -2.727023 1.40 -0.39 -1.42
N -1.216754 -0.020650 0.680901 0.33 -0.82 0.14
C -0.673377 -0.746656 1.552372 0.81 -0.19 -0.34
C -1.095267 -0.970828 2.938794 -0.11 0.15 -0.01
C -2.459639 -0.889842 3.227517 0.01 -0.07 0.00
C -2.899119 -1.042043 4.530639 -0.01 0.01 0.00
C -1.983293 -1.278452 5.548576 0.01 0.00 0.01
C -0.628740 -1.378964 5.261449 0.00 0.01 0.00
C -0.184058 -1.228366 3.958104 0.00 0.00 -0.01
H -3.158428 -0.724701 2.418209 0.00 0.03 -0.01
H -3.955019 -0.977946 4.756494 -0.01 0.00 0.01
H -2.327535 -1.387000 6.568105 -0.01 -0.03 0.01
H 0.080941 -1.576555 6.053448 0.01 0.02 0.01
H 0.871102 -1.296357 3.735218 0.00 0.02 0.01
C 2.288235 2.251457 3.597418 -0.02 0.02 0.00
C 0.781567 2.266090 3.853459 0.01 0.02 -0.07
C -0.078539 2.192138 2.590468 0.19 0.25 0.28
C -0.004467 3.429010 1.711678 -0.23 -0.11 -0.10
N 1.257753 3.530327 0.977453 0.30 -0.02 0.02
C 1.874657 2.576952 0.273848 -2.14 -0.91 -1.12
Se 1.114486 0.905746 -0.635157 2.26 1.65 -0.61
N 3.011538 3.045996 -0.246842 0.18 -0.15 0.12
C 3.988116 2.260725 -1.008696 0.00 -0.15 -0.07
C 4.546759 1.112343 -0.172119 -0.01 0.17 0.14
C 5.369540 1.583917 1.027757 0.07 0.00 -0.11
C 6.739095 2.129260 0.636586 -0.02 0.03 0.06
C 3.140113 4.378521 0.124413 0.07 -0.01 0.12
C 4.121064 5.324844 -0.159195 0.01 -0.02 0.04
C 3.919498 6.590235 0.349331 -0.01 0.01 -0.01
C 2.789130 6.903815 1.122719 -0.01 -0.01 0.01
C 1.825360 5.962399 1.413247 0.03 -0.01 0.05
C 2.022312 4.687266 0.891652 0.12 -0.02 0.17
H 2.836261 2.066259 4.520787 0.01 0.00 0.00
H 2.648793 3.201110 3.197933 0.01 0.01 -0.01
H 2.557810 1.465966 2.884489 0.01 -0.04 0.01
H 0.516372 3.163666 4.419850 -0.02 -0.03 0.05
H 0.519672 1.411933 4.479998 -0.02 0.02 0.03
H -1.126081 2.062532 2.872048 -0.01 -0.07 -0.04
H 0.206993 1.323082 2.006462 0.03 0.02 0.04
H -0.075125 4.316075 2.339830 0.02 0.07 -0.11
H -0.814294 3.468131 0.978733 0.00 -0.03 0.00
H 4.774778 2.947720 -1.311755 -0.03 0.01 -0.02
H 3.493062 1.883409 -1.904129 0.01 0.05 -0.02
H 5.156684 0.487316 -0.828550 0.00 -0.02 0.00
H 3.704291 0.503192 0.167820 0.07 -0.08 -0.04
H 5.499478 0.744778 1.714053 -0.01 0.01 0.02
H 4.810447 2.347695 1.578278 -0.03 -0.04 0.04
H 7.343786 1.359060 0.156279 0.00 0.00 -0.02
H 7.283514 2.480166 1.512333 0.01 0.00 0.00
H 6.664220 2.973208 -0.052273 0.00 0.00 -0.01
H 4.992388 5.092310 -0.754526 0.01 0.00 0.00
H 4.647607 7.362695 0.145280 0.00 0.01 0.00
H 2.672330 7.911219 1.496861 0.00 0.01 0.00
H 0.955819 6.214956 2.002492 -0.01 0.01 -0.01
```
Positions in Å, forces in eV/Å.

## Properties
**HOMO level**: -12.18 eV
**Largest force on an atom**: 2.86 eV/Å
**Energy**: -221622.484 eV
**HOMO-LUMO gap**: 6.13 eV
**Total charge**: +2